The ion C4H8O2P with charge -1 at a distorted geometry. Source: OMol25; level of theory: the ωB97M-V functional and the def2-TZVPD basis.

Output
Net charge: -1
LUMO energy (hartree): 0.156
ΔE to the lowest compared entry with this formula, charge and spin (kcal/mol): 64.96
SMILES: [O-][P@@]1(O)=CCCC1
HOMO (eV): -2.704
Calculated total energy (eV): -17660.7541

XYZ file:
```
15
Properties=species:S:1:pos:R:3:forces:R:3:mulliken_charge:R:1
O 0.4386 -2.5310 -0.7500 -1.0 1.5 -0.1 -0.7301
P 0.1283 -1.0351 -0.8705 0.1 0.0 -1.4 0.6059
O 0.7683 -0.4654 -2.3513 -0.1 -0.4 1.4 -0.5541
C -1.6899 0.3078 -0.5265 1.1 -2.8 -0.7 -0.7138
C -0.9680 1.0408 0.5659 0.7 1.2 1.6 -0.3282
C 0.2069 0.2691 1.2521 -0.8 -0.7 0.8 -0.9093
C 1.2155 -0.0543 0.1859 1.4 -0.4 1.7 -0.6700
H 0.1490 -0.7747 -2.9949 -0.6 -0.1 -0.9 0.2885
H -2.4052 -0.4802 -0.1346 0.7 0.7 0.1 0.1259
H -0.4425 1.9308 0.1095 -0.4 -0.5 0.4 0.1782
H -1.6255 1.5078 1.3805 0.4 -0.8 -1.0 0.3120
H 0.5764 0.7069 2.1787 0.3 0.6 -0.1 0.4214
H -0.0248 -0.7722 1.5589 -1.0 0.5 0.4 0.2870
H 1.5221 0.8332 -0.2819 0.4 1.3 -1.0 0.3716
H 2.1507 -0.4836 0.6783 -1.3 -0.2 -1.0 0.3150
```
Forces are in eV/Å.